Record 1
C16H12ClN3O4S in the gas phase in a non-equilibrium geometry. Source: the Open Molecules 2025 dataset; level of theory: the ωB97M-V functional and the def2-TZVPD basis.

Last columns: bonded neighbours and bond lengths (Å).
Cartesian coordinates (Å):
1 Cl 7.357 -0.124 -0.679  C20 1.722
2 S 1.131 2.463 0.419  C16 1.827, C19 1.722
3 O -3.798 -1.713 -2.932  C18 1.215
4 O -0.954 1.638 -1.009  C19 1.353, C23 1.358
5 O 1.733 -0.251 2.887  C13 1.207
6 O -5.983 -1.687 -0.113  C21 1.338, C25 1.355
7 N -2.239 0.689 0.493  N9 1.348, C23 1.290
8 N -4.173 -0.112 -1.372  C17 1.437, C18 1.362, H36 1.009
9 N -1.132 1.127 1.126  N7 1.348, C19 1.296
10 C 4.001 -0.762 1.350  C14 1.379, C22 1.397, H29 1.080
11 C 5.369 1.406 0.301  C15 1.381, C20 1.389, H34 1.079
12 C -6.806 -3.711 -0.542  C21 1.363, C24 1.411, H31 1.070
13 C 2.198 0.654 2.236  O5 1.207, C16 1.522, C22 1.480
14 C 5.189 -0.970 0.681  C10 1.379, C20 1.388, H35 1.079
15 C 4.176 1.606 0.968  C11 1.381, C22 1.395, H26 1.079
16 C 1.466 1.985 2.150  S2 1.827, C13 1.522, H28 1.090, H32 1.089
17 C -3.109 0.736 -1.835  N8 1.437, C23 1.485, H33 1.097, H37 1.099
18 C -4.372 -1.340 -1.928  O3 1.215, N8 1.362, C25 1.467
19 C -0.390 1.682 0.220  S2 1.722, O4 1.353, N9 1.296
20 C 5.871 0.120 0.157  Cl1 1.722, C11 1.389, C14 1.388
21 C -6.836 -2.634 0.294  O6 1.338, C12 1.363, H27 1.072
22 C 3.474 0.524 1.499  C10 1.397, C13 1.480, C15 1.395
23 C -2.122 0.993 -0.755  O4 1.358, N7 1.290, C17 1.485
24 C -5.859 -3.399 -1.539  C12 1.411, C25 1.372, H30 1.070
25 C -5.381 -2.150 -1.236  O6 1.355, C18 1.467, C24 1.372
26 H 3.806 2.614 1.073  C15 1.079
27 H -7.404 -2.433 1.181  C21 1.072
28 H 0.507 1.905 2.660  C16 1.090
29 H 3.452 -1.592 1.769  C10 1.080
30 H -5.560 -4.000 -2.372  C24 1.070
31 H -7.384 -4.608 -0.456  C12 1.070
32 H 2.065 2.787 2.581  C16 1.089
33 H -2.627 0.225 -2.678  C17 1.097
34 H 5.913 2.243 -0.107  C11 1.079
35 H 5.589 -1.965 0.565  C14 1.079
36 H -4.552 0.078 -0.457  N8 1.009
37 H -3.503 1.697 -2.196  C17 1.099

HOMO-LUMO gap in eV: 8.781
HOMO energy in eV: -8.97
SMILES: O=C(CSc1nnc(CNC(=O)c2ccco2)o1)c1ccc(Cl)cc1
Calculated total energy in Ha: -1940.50410
LUMO energy in eV: -0.190


Record 2
C16H13BN2O3 in the gas phase in a non-equilibrium geometry. Source: the Open Molecules 2025 dataset; level of theory: the ωB97M-V functional and the def2-TZVPD basis.

Last columns: bonded neighbours and bond lengths (Å).
Cartesian coordinates (Å):
1 O 3.429 1.165 -4.764  C9 1.405, H33 0.975
2 O -3.467 -0.881 5.641  B22 1.401, H30 0.971
3 O -1.091 -0.620 5.601  B22 1.381, H32 0.949
4 N -0.350 0.150 0.429  N5 1.249, C19 1.384
5 N -0.434 0.792 -0.639  N4 1.249, C13 1.416
6 C -2.397 -0.205 3.433  C14 1.386, C21 1.381, B22 1.554
7 C -3.565 1.104 1.858  C14 1.389, C16 1.375, H25 1.078
8 C 1.443 -0.193 -1.874  C11 1.393, C13 1.408, C20 1.406
9 C 2.470 1.061 -3.742  O1 1.405, C15 1.391, C20 1.423
10 C 3.073 -2.375 -2.563  C12 1.368, C18 1.390, H23 1.065
11 C 1.345 -1.412 -1.207  C8 1.393, C18 1.359, H29 1.084
12 C 3.218 -1.184 -3.219  C10 1.368, C20 1.407, H26 1.076
13 C 0.571 0.886 -1.633  N5 1.416, C8 1.408, C17 1.366
14 C -3.536 0.518 3.117  C6 1.386, C7 1.389, H31 1.090
15 C 1.617 2.119 -3.450  C9 1.391, C17 1.399, H24 1.075
16 C -2.550 0.918 0.949  C7 1.375, C19 1.389, H34 1.087
17 C 0.668 1.991 -2.429  C13 1.366, C15 1.399, H28 1.078
18 C 2.141 -2.464 -1.535  C10 1.390, C11 1.359, H35 1.066
19 C -1.428 0.177 1.296  N4 1.384, C16 1.389, C21 1.382
20 C 2.361 -0.106 -2.935  C8 1.406, C9 1.423, C12 1.407
21 C -1.376 -0.439 2.533  C6 1.381, C19 1.382, H27 1.079
22 B -2.288 -0.663 4.914  O2 1.401, O3 1.381, C6 1.554
23 H 3.691 -3.229 -2.718  C10 1.065
24 H 1.629 2.992 -4.077  C15 1.075
25 H -4.425 1.684 1.564  C7 1.078
26 H 3.970 -1.044 -3.975  C12 1.076
27 H -0.528 -1.073 2.742  C21 1.079
28 H -0.051 2.784 -2.304  C17 1.078
29 H 0.611 -1.496 -0.413  C11 1.084
30 H -3.223 -1.186 6.530  O2 0.971
31 H -4.304 0.676 3.874  C14 1.090
32 H -0.294 -0.489 5.101  O3 0.949
33 H 3.626 2.093 -4.988  O1 0.975
34 H -2.563 1.365 -0.042  C16 1.087
35 H 2.008 -3.417 -1.076  C18 1.066

HOMO-LUMO gap in eV: 7.234
HOMO energy in eV: -7.79
Relative energy (zero: lowest compared OMol25 entry of this formula, charge and spin) in kJ/mol: 210.4
SMILES: OB(O)c1cccc(/N=N/c2ccc(O)c3ccccc23)c1
Calculated total energy in Ha: -977.65955
LUMO energy in eV: -0.558


Record 3
C16H13BrN2O in the gas phase. Source: the Open Molecules 2025 dataset; level of theory: the ωB97M-V functional and the def2-TZVPD basis.

Last columns: bonded neighbours and bond lengths (Å).
Cartesian coordinates (Å):
1 Br -6.143 1.778 -0.278  C9 1.906
2 O -2.327 -2.824 0.482  C8 1.356, H29 0.965
3 N -0.624 0.389 0.359  C6 1.448, C7 1.369, H24 1.009
4 N 2.495 1.987 1.251  C13 1.296, C18 1.351
5 C 2.987 0.305 -0.416  C10 1.407, C15 1.410, C18 1.422
6 C -1.292 -0.445 -0.618  N3 1.448, C19 1.503, H21 1.102, H22 1.093
7 C 0.717 0.661 0.308  N3 1.369, C10 1.381, C13 1.423
8 C -3.201 -1.800 0.325  O2 1.356, C19 1.400, C20 1.391
9 C -4.947 0.316 -0.029  Br1 1.906, C12 1.383, C16 1.384
10 C 1.618 -0.014 -0.492  C5 1.407, C7 1.381, H26 1.080
11 C 5.286 0.012 -1.079  C14 1.404, C15 1.367, H30 1.081
12 C -5.413 -0.861 0.529  C9 1.383, C20 1.382, H31 1.079
13 C 1.242 1.669 1.165  N4 1.296, C7 1.423, H33 1.085
14 C 5.681 1.022 -0.188  C11 1.404, C17 1.368, H32 1.080
15 C 3.970 -0.341 -1.193  C5 1.410, C11 1.367, H28 1.081
16 C -3.624 0.446 -0.411  C9 1.384, C19 1.386, H27 1.080
17 C 4.753 1.670 0.579  C14 1.368, C18 1.408, H23 1.079
18 C 3.391 1.328 0.484  N4 1.351, C5 1.422, C17 1.408
19 C -2.737 -0.605 -0.239  C6 1.503, C8 1.400, C16 1.386
20 C -4.536 -1.915 0.701  C8 1.391, C12 1.382, H25 1.082
21 H -1.220 -0.010 -1.628  C6 1.102
22 H -0.813 -1.427 -0.624  C6 1.093
23 H 5.032 2.450 1.271  C17 1.079
24 H -1.198 1.097 0.792  N3 1.009
25 H -4.891 -2.839 1.134  C20 1.082
26 H 1.298 -0.786 -1.176  C10 1.080
27 H -3.278 1.370 -0.851  C16 1.080
28 H 3.664 -1.119 -1.879  C15 1.081
29 H -2.771 -3.579 0.889  O2 0.965
30 H 6.035 -0.488 -1.677  C11 1.081
31 H -6.446 -0.956 0.824  C12 1.079
32 H 6.727 1.282 -0.115  C14 1.080
33 H 0.563 2.227 1.801  C13 1.085

HOMO-LUMO gap in eV: 8.251
HOMO energy in eV: -7.78
Relative energy (zero: lowest compared OMol25 entry of this formula, charge and spin) in kJ/mol: 60.0
SMILES: Oc1ccc(Br)cc1CNc1cnc2ccccc2c1
Calculated total energy in Ha: -3376.29004
LUMO energy in eV: 0.472